C23H22N2O5S | ωB97M-V/def2-TZVPD

Cartesian coordinates (Å):
S 0.291 -2.415 0.588
O -6.039 0.757 0.058
O 0.278 -3.834 0.386
O 0.062 -1.909 1.912
O 4.395 1.625 1.516
O -5.941 -1.096 -1.223
N 4.451 1.805 -0.734
N -0.841 -1.745 -0.462
C -3.888 0.875 -1.075
C -8.072 -0.266 -0.468
C -2.727 1.532 1.360
C 2.938 -1.793 0.794
C 1.600 2.393 -0.666
C 1.928 -1.328 -1.336
C 1.616 1.233 1.433
C 0.225 2.282 -0.707
C -4.086 1.300 1.287
C -1.925 1.431 0.224
C 4.158 -1.344 0.318
C 0.243 1.119 1.392
C 2.314 1.846 0.396
C -6.575 -0.277 -0.617
C 5.559 -0.264 -1.476
C -4.665 0.959 0.071
C 3.799 1.767 0.467
C -0.471 1.621 0.306
C -2.528 1.110 -0.991
C 3.149 -0.874 -1.805
C 1.833 -1.771 -0.034
C 5.729 1.144 -0.856
C 4.274 -0.874 -0.987
H 2.177 0.831 2.262
H 2.825 -2.150 1.805
H 1.049 -1.328 -1.959
H -1.393 -1.031 -0.014
H 6.414 -0.880 -1.196
H 5.021 -1.343 0.965
H 3.228 -0.519 -2.823
H 6.406 1.748 -1.466
H -0.322 2.723 -1.527
H -2.283 1.805 2.304
H 3.885 1.812 -1.569
H -8.514 -0.961 -1.174
H -4.339 0.617 -2.019
H -8.454 0.739 -0.628
H -1.429 -2.461 -0.859
H -1.922 1.016 -1.879
H -4.711 1.377 2.163
H 2.108 2.930 -1.455
H 5.533 -0.184 -2.564
H -0.268 0.593 2.183
H 6.129 1.072 0.157
H -8.327 -0.570 0.545

As for the spin multiplicity: 1. The SMILES is CC(=O)Oc1ccc(-c2ccc(C(=O)NCCc3ccc(S(N)(=O)=O)cc3)cc2)cc1. Its lowest unoccupied orbital energy is 0.0091 hartree. The calculation puts the HOMO energy at -8.779 eV. The value obtained for the energy above the lowest of the compared OMol25 structures with the same formula, charge and spin is 36.43 kcal/mol. The calculation puts the gap between HOMO and LUMO at 9.027 eV. The strongest force on any atom is 0.99 eV/A.

C5H19MnN8O5 | ωB97M-V/def2-TZVPD

Cartesian coordinates (Å):
Mn -1.406 -11.605 12.925
O 0.516 -7.752 11.565
O -2.844 -10.106 11.500
O -0.582 -12.763 11.856
O -2.610 -12.240 14.405
O -0.454 -10.014 15.218
N -4.230 -8.708 10.314
N -0.980 -12.602 16.009
N -0.654 -8.929 9.977
N -1.437 -9.308 13.298
N 1.164 -7.643 9.412
N 0.131 -8.017 14.389
N -2.898 -13.922 15.959
N -4.746 -11.007 10.680
C -0.583 -9.117 14.379
C 0.259 -8.048 10.402
C 0.385 -13.326 11.037
C -3.908 -9.945 10.855
C -2.106 -12.961 15.396
H 1.419 -13.095 11.377
H -0.793 -12.947 16.929
H 1.185 -7.860 8.401
H -4.777 -8.727 9.456
H -1.393 -9.410 10.497
H 0.198 -14.374 10.834
H -3.873 -14.055 15.555
H -0.769 -11.600 15.828
H 0.392 -12.823 10.060
H 1.745 -6.887 9.647
H -1.375 -8.532 12.630
H -0.797 -8.907 8.990
H -2.413 -9.584 13.537
H -2.699 -14.560 16.725
H -5.729 -10.860 10.696
H 0.986 -7.819 14.819
H -3.579 -7.976 10.454
H 0.022 -7.559 13.501
H -4.437 -11.881 11.064

As for the spin multiplicity: 6. Its lowest unoccupied orbital energy (alpha / beta) is -0.0855 / -0.0885 hartree. The calculation puts the HOMO energy (alpha / beta) at -11.064 / -11.730 eV. The value obtained for the energy above the lowest of the compared OMol25 structures with the same formula, charge and spin is 0.00 kcal/mol. As for the expectation value of S²: 8.756. The calculation puts the gap between HOMO and LUMO (alpha / beta) at 8.736 / 9.321 eV. As for the total charge: +1. The strongest force on any atom is 3.27 eV/A.